Entry from OMol25: a structure of composition C38H33N13PRuTe (the ωB97M-V functional and the def2-TZVPD basis).

## Properties
LUMO (spin up / spin down)	-0.0381 / -0.0972	Eh
ΔE to the lowest compared entry with this formula, charge and spin	81.7	kJ/mol
strongest force on any atom	1.35	eV Å⁻¹
HOMO (spin up / spin down)	-7.7382 / -7.7253	eV
multiplicity	2
frontier orbital gap (spin up / spin down)	6.70 / 5.08	eV
molecular weight	931.4	g/mol
<S²>	0.76

Each line ends with the Mulliken charge.
Element x y z (Å)
Te 2.40 -2.97 -1.37  0.88
Ru -0.09 -0.49 -0.31  -0.07
P 0.19 1.65 -1.23  2.82
N -0.21 -1.25 -2.25  1.39
N -4.09 -0.59 0.16  -0.96
N -0.49 -2.34 0.56  0.90
N 0.61 -2.11 -4.06  -0.73
N -0.70 -2.08 -4.23  -0.65
N -2.09 -0.44 -0.59  1.14
N 0.93 -1.59 -2.90  -0.49
N 3.12 0.35 -0.80  0.09
N -2.75 -2.87 9.29  -0.52
N 0.60 0.12 1.56  0.39
N -4.13 -1.06 -1.11  -0.58
N -2.48 -1.33 -2.80  0.06
N -2.89 -0.24 0.48  -0.40
C -0.56 -2.99 4.99  -0.21
C -2.10 -1.15 4.82  -0.09
C -1.96 3.64 1.61  -0.75
C -2.19 2.49 -5.10  -0.70
C -0.77 -3.46 -0.07  -0.59
C -2.89 -0.95 -1.52  0.11
C -1.82 2.93 -2.76  -0.45
C 1.85 2.22 -1.81  0.18
C 3.71 -2.73 -2.99  -1.08
C 0.04 -0.36 2.75  -0.66
C -1.99 -2.44 6.84  0.55
C -0.76 -2.56 1.90  -0.59
C 1.25 1.45 3.29  -1.74
C -0.35 2.96 -0.06  0.57
C 3.09 3.86 -3.13  -0.93
C -2.51 3.18 -3.95  -0.68
C 4.24 2.02 -2.11  -0.65
C -0.99 -3.23 6.28  -0.91
C -1.30 4.85 1.78  -0.67
C -1.24 -3.90 2.06  -0.61
C -0.79 1.98 -2.74  0.60
C -1.16 1.55 -5.09  -0.62
C -1.11 -1.93 4.25  0.08
C -0.60 -1.60 2.89  1.58
C -1.48 2.70 0.71  -0.84
C -1.17 -1.55 -3.08  0.12
C 3.05 1.54 -1.56  0.22
C 2.87 -5.03 -1.16  -1.09
C 0.32 4.18 0.12  -0.77
C -0.47 1.31 -3.91  -0.63
C -2.55 -1.40 6.11  -0.83
C 4.27 3.17 -2.88  -0.66
C -0.15 5.11 1.04  -0.67
C 1.30 1.19 1.91  0.07
C 0.43 0.48 3.82  -0.60
C -2.42 -2.68 8.21  -0.10
C 1.91 3.38 -2.60  -0.78
C -1.22 -4.48 0.82  -1.86
H -3.33 -0.80 6.55  0.46
H 5.21 3.52 -3.29  0.40
H -0.55 -4.03 6.86  0.45
H 3.94 -5.12 -1.01  0.34
H 2.56 -5.58 -2.05  0.38
H 1.22 4.39 -0.43  0.38
H 0.36 0.61 -3.92  0.53
H -0.78 -3.50 -1.16  0.55
H 0.38 6.05 1.17  0.43
H -2.85 3.42 2.18  0.49
H 4.73 -2.83 -2.63  0.43
H -1.99 1.75 0.62  0.44
H 3.52 -1.73 -3.38  0.24
H 1.72 2.27 3.81  0.47
H 5.16 1.47 -1.92  0.39
H 3.48 -3.48 -3.74  0.38
H 0.18 0.34 4.86  0.58
H -2.54 -0.35 4.24  0.55
H 0.22 -3.59 4.56  0.56
H 1.86 1.76 1.18  0.30
H -2.09 3.46 -1.86  0.39
H -0.90 1.01 -5.99  0.45
H -1.51 -5.48 0.55  0.50
H -3.18 -1.66 -3.44  0.26
H 3.99 0.25 -0.30  0.37
H 0.99 3.90 -2.83  0.56
H -3.30 3.92 -3.96  0.43
H 2.34 0.21 -0.17  -0.48
H 3.09 4.76 -3.74  0.44
H -1.58 -4.35 2.98  0.64
H -2.73 2.69 -6.02  0.39
H -1.67 5.58 2.48  0.37
H 2.33 -5.40 -0.28  0.32

=====

Entry from OMol25: a structure of composition C32H37N5O4RuSi (the ωB97M-V functional and the def2-TZVPD basis).

## Properties
LUMO (spin up / spin down)	-0.1004 / -0.1726	Eh
ΔE to the lowest compared entry with this formula, charge and spin	394.4	kJ/mol
strongest force on any atom	2.56	eV Å⁻¹
HOMO (spin up / spin down)	-10.1902 / -10.1544	eV
multiplicity	6
frontier orbital gap (spin up / spin down)	7.46 / 5.46	eV
molecular weight	684.8	g/mol
<S²>	8.78
net charge	+1

Each line ends with the Mulliken charge.
Element x y z (Å)
Ru -1.16 -0.71 -1.45  0.31
Si -0.03 0.19 1.88  -2.00
O -0.95 -0.66 0.98  1.05
O -4.07 -1.16 -0.85  -0.28
O 1.11 -1.06 -0.80  -0.58
O -2.06 0.83 -1.71  -0.63
N -1.23 -3.15 -0.29  -0.35
N 1.38 0.23 -2.64  -0.88
N -2.60 -2.83 -0.30  -0.12
N -1.90 -1.57 -3.58  -0.21
N 0.17 -0.10 -2.98  0.84
C 2.04 -2.71 4.93  -0.67
C -2.88 -1.61 -0.74  0.79
C 5.23 1.30 -1.51  -0.80
C -1.61 -0.54 -4.41  0.73
C 1.18 -2.20 2.76  -0.05
C -3.62 -0.94 -5.67  -0.39
C -2.67 0.54 3.11  -1.33
C 2.12 2.05 2.27  -0.45
C 1.14 1.60 1.38  1.82
C 1.67 -1.45 5.36  -0.93
C -1.67 1.56 2.66  1.56
C 3.03 3.01 1.90  -0.76
C 2.05 3.10 -0.28  -0.54
C 3.63 -0.20 0.19  -0.19
C -5.22 -1.96 -0.51  -0.89
C -0.34 0.11 -4.15  0.53
C -2.47 -0.20 -5.46  -0.85
C 5.70 0.93 -0.26  -0.47
C -2.05 2.31 1.43  -1.25
C -3.88 -2.02 -4.84  -0.81
C 4.89 0.19 0.59  -0.74
C 1.81 -0.27 -1.48  -0.32
C 0.39 0.89 -5.20  -1.54
C 1.79 -3.08 3.62  -0.96
C 3.00 3.54 0.62  -0.84
C -1.09 2.39 3.76  -1.51
C -3.00 -2.29 -3.81  -0.07
C 3.97 0.90 -1.92  -0.12
C 0.79 -0.92 3.18  1.43
C 1.05 -0.57 4.50  -0.40
C 3.16 0.15 -1.07  0.79
C 1.11 2.15 0.10  -0.19
H -2.18 1.66 0.57  0.01
H -3.26 -3.46 0.18  0.28
H 1.02 -2.47 1.72  0.17
H -4.74 -2.65 -5.01  0.41
H 2.04 3.49 -1.28  0.47
H 3.59 1.18 -2.90  0.48
H -0.85 1.79 4.64  0.35
H -6.08 -1.42 -0.89  0.26
H 3.00 -0.78 0.85  0.46
H -3.57 1.04 3.49  0.51
H 2.16 1.63 3.27  0.25
H 6.69 1.23 0.05  0.41
H 0.77 0.41 4.86  0.13
H -1.31 3.07 1.19  0.30
H 2.52 -3.40 5.61  0.40
H -1.83 3.13 4.07  0.51
H 1.88 -1.14 6.38  0.46
H -3.01 2.82 1.60  0.54
H 1.41 1.04 -4.86  0.30
H -2.28 -0.09 3.92  0.33
H -5.17 -2.94 -1.00  0.36
H -2.97 -0.10 2.28  0.09
H -2.22 0.65 -6.08  0.42
H -4.30 -0.68 -6.46  0.45
H 0.40 0.37 -6.16  0.40
H -0.79 -2.83 0.57  -0.03
H 0.34 1.84 -0.60  0.46
H 3.76 3.36 2.62  0.47
H 2.08 -4.06 3.27  0.44
H -1.08 -4.14 -0.46  0.34
H -5.32 -2.07 0.57  0.36
H 5.26 -0.08 1.57  0.44
H -0.09 1.86 -5.33  0.36
H 5.85 1.88 -2.17  0.44
H -0.20 2.93 3.44  0.27
H 3.72 4.29 0.33  0.44
H -3.16 -3.13 -3.16  0.55

=====

Entry from OMol25: the molecule C4H6N2 (the ωB97M-V functional and the def2-TZVPD basis).

## Properties
LUMO	0.0352	Eh
ΔE to the lowest compared entry with this formula, charge and spin	372.7	kJ/mol
strongest force on any atom	3.85	eV Å⁻¹
HOMO	-8.3417	eV
frontier orbital gap	9.30	eV
molecular weight	82.1	g/mol

Each line ends with the Mulliken charge.
Element x y z (Å)
N -0.21 -0.98 0.22  -0.15
N 2.04 0.04 0.13  -0.39
C -1.56 -0.67 0.07  -0.21
C 0.12 1.28 -0.27  -0.46
C 0.65 0.10 0.00  0.16
C -1.82 0.61 -0.25  -0.53
H -2.25 -1.50 0.30  0.35
H 0.76 2.22 -0.32  0.32
H 2.63 -0.16 -0.66  0.19
H -2.93 0.82 -0.33  0.27
H 0.12 -1.91 0.07  0.25
H 2.46 0.14 1.03  0.19

=====

Entry from OMol25: a structure of composition C11H10Cl3N4O6SSeW (the ωB97M-V functional and the def2-TZVPD basis).

## Properties
LUMO (spin up / spin down)	0.0668 / 0.0667	Eh
ΔE to the lowest compared entry with this formula, charge and spin	199.7	kJ/mol
strongest force on any atom	1.00	eV Å⁻¹
HOMO (spin up / spin down)	-2.9023 / -2.8967	eV
frontier orbital gap (spin up / spin down)	4.72 / 4.71	eV
molecular weight	695.4	g/mol
net charge	-1

Each line ends with the Mulliken charge.
Element x y z (Å)
W -0.08 -0.16 0.02  1.71
Se 3.20 0.79 -1.13  0.32
Cl -5.13 -2.31 1.50  -0.14
Cl -5.40 -1.26 -1.19  -0.07
Cl -4.39 -3.95 -0.77  -0.13
S -1.66 1.21 -1.87  1.24
O 0.45 -1.81 0.11  -0.68
O -0.24 0.17 2.19  -0.66
O -0.53 0.14 -2.05  -0.77
O -1.17 2.52 -2.23  -0.69
O -1.83 1.14 -0.35  -0.61
O -2.84 0.78 -2.58  -0.66
N 2.27 -0.10 0.09  -0.27
N 4.77 0.32 -0.45  -0.87
N -2.03 -1.31 -0.05  -0.43
N -0.77 1.57 3.86  -0.44
C -0.29 2.48 1.62  -0.43
C 5.53 -1.03 1.43  -0.66
C 3.77 -2.04 2.77  -0.65
C 0.63 2.03 0.48  -1.46
C 5.15 -1.80 2.48  -0.43
C -3.08 -1.77 -0.09  0.00
C 2.77 -1.52 2.01  -0.46
C 3.13 -0.70 0.89  1.00
C 4.52 -0.45 0.59  0.39
C -0.42 1.34 2.57  0.66
C -4.43 -2.29 -0.15  0.69
H 1.73 -1.70 2.20  0.44
H 0.02 3.38 2.17  0.45
H 6.57 -0.85 1.20  0.42
H -0.86 2.51 4.19  0.19
H 3.52 -2.67 3.62  0.37
H -0.83 0.80 4.50  0.24
H 0.51 2.71 -0.36  0.31
H 1.66 2.10 0.84  0.50
H -1.29 2.66 1.22  0.25
H 5.90 -2.24 3.11  0.35

=====

Question: What is the strongest force on any atom in the first record?
Answer: 1.35 eV Å⁻¹